[1]
C29H76IN16O32S | ωB97M-V with the def2-TZVPD basis set

Atoms and positions in Å:
N 1.870 -9.187 -2.852
C -1.325 -6.865 -2.490
N -9.419 1.529 -5.375
H 8.684 1.395 1.665
O -4.628 4.018 1.927
N 5.738 4.938 -1.420
C 3.277 -1.888 0.239
C -7.019 -0.749 -2.070
H -4.809 -2.912 3.364
N -5.968 -2.174 4.952
H -8.945 -1.632 -5.652
N 10.126 -0.118 4.401
C 2.954 -0.819 3.863
O 9.535 5.321 -6.955
C 0.999 -0.651 5.435
H -8.209 -0.505 -6.834
C -1.051 1.375 4.811
H 4.099 3.744 -0.949
O 2.942 -8.834 -2.417
C 1.542 -0.277 4.062
H 1.966 7.699 7.578
H 1.517 -0.153 6.254
O -4.003 0.876 -1.034
H 1.385 1.981 5.978
O 1.700 -0.203 -3.713
C 5.179 3.687 -0.840
N -2.297 -3.225 -6.056
O -6.863 -1.426 5.281
H 2.976 -1.894 4.053
C 1.187 -1.933 -1.225
H 11.295 -1.727 5.032
O 2.842 -0.662 -5.479
C 0.912 7.533 7.392
H 3.592 -0.349 4.617
H 4.963 -1.747 1.531
I -3.128 1.386 4.319
H -1.260 3.412 5.369
O 0.539 1.436 1.799
H 0.765 -1.069 -1.725
O 9.337 0.552 5.034
H -8.493 -2.216 -7.284
C 1.793 -1.531 0.144
O 1.792 5.866 6.034
O 0.796 -8.980 -2.318
O -0.073 3.436 2.288
H -3.330 2.019 1.188
H 1.515 3.842 0.273
O -0.347 6.075 6.115
C -6.218 4.358 3.575
H -6.401 3.292 3.680
O -3.635 -6.924 -2.254
H -7.136 4.925 3.672
O -8.579 1.327 -4.524
H 8.298 4.463 -4.355
C 3.875 -1.768 1.645
N -6.895 -1.890 -5.987
H 5.582 2.841 -1.379
C 3.482 -0.508 2.438
H 7.647 1.417 3.128
C 8.481 5.389 -4.891
O -9.310 1.204 -6.541
C -3.434 -3.045 -5.114
H -1.048 2.285 6.752
O 10.705 4.872 -5.202
H 0.446 8.399 6.933
N -8.080 -1.139 -1.102
S -0.740 -0.186 5.687
O -6.773 -2.211 -4.819
N 9.671 5.177 -5.759
H -3.125 -2.293 -4.392
C 0.531 -0.638 -5.661
C 0.065 -2.982 -1.079
C 1.878 3.191 1.063
H -11.498 1.544 -5.200
H -5.467 4.692 4.285
H -10.619 2.436 -3.915
N -2.887 1.190 -0.680
O -1.859 0.663 -1.055
N 6.633 1.502 1.289
O 6.617 1.154 0.129
N -5.671 4.585 2.210
C -10.676 2.217 -4.975
N 0.779 6.401 6.435
C 0.777 2.866 5.774
O -8.314 -2.319 -0.955
C -2.777 2.304 0.300
H 7.639 5.653 -5.520
H -0.455 -2.876 -0.122
H 2.329 -9.285 -4.885
H -10.749 3.123 -5.568
H 0.517 -3.979 -1.081
H 1.093 -1.726 5.598
N -2.708 -6.527 -2.923
H -0.042 -1.431 -5.187
H 2.447 2.359 0.664
H -1.393 -1.107 4.956
H -5.342 -1.208 3.223
O -1.241 -3.583 -5.562
H -1.381 -7.457 -1.585
H 11.285 -0.316 6.139
H 2.476 -10.825 -3.994
H -0.805 -5.925 -2.322
H -1.434 -1.859 -2.117
H 8.721 6.187 -4.196
H 2.718 0.091 1.939
C 7.773 1.028 2.126
H -6.268 -0.195 -1.513
O -5.980 -1.833 -6.782
H -3.593 -4.003 -4.622
H -7.480 -0.118 -2.822
H 12.199 -0.251 4.597
O -5.318 -2.869 5.706
H 0.780 -0.893 -6.683
N 1.797 -0.486 -4.893
C -8.249 -1.529 -6.477
C -0.968 -2.843 -2.202
H -4.315 -2.723 -5.660
H 0.841 -0.620 3.294
H 1.590 0.809 3.957
H -6.606 -1.646 -2.510
N 0.688 2.644 1.767
O 6.521 4.841 -2.342
H 1.247 -2.037 0.945
C 1.876 -9.933 -4.141
H -1.746 -3.600 -2.088
H 3.364 -2.943 -0.046
H 1.683 -0.448 0.238
H 2.452 3.757 1.792
O 5.785 2.208 1.815
H -1.729 2.451 0.522
H 3.860 -1.344 -0.507
H 1.968 -2.388 -1.834
H 0.991 3.561 6.580
H 3.663 -2.682 2.203
H -0.860 -7.422 -3.293
O -2.807 -5.860 -3.935
H 7.752 -0.055 2.112
H 0.853 -10.180 -4.398
H 4.361 0.121 2.566
C -0.716 2.549 5.745
O -2.470 -3.002 -7.232
C -5.628 -2.217 3.505
H -6.507 -2.533 2.952
O -8.647 -0.237 -0.517
O -6.284 5.313 1.468
H -0.512 1.438 3.867
H 0.385 7.252 8.299
H 1.124 3.274 4.827
H 0.002 0.309 -5.602
H -0.483 -2.941 -3.172
H 5.463 3.654 0.202
O 10.016 -0.397 3.223
O 5.373 5.984 -0.923
C 11.325 -0.645 5.108
H -3.218 3.189 -0.146

* LUMO: -0.1213 hartree
* Kohn-Sham gap: 8.47 eV
* E_HOMO: -11.77 eV
* net charge: +1

[2]
C29H78N10O17PZn2 | ωB97M-V with the def2-TZVPD basis set

Atoms and positions in Å:
C -1.395 0.462 4.543
O 0.039 -0.621 1.416
H 2.919 0.120 -4.424
H -2.479 1.149 6.076
H -4.224 0.475 3.768
O 4.017 -3.028 -1.542
C 2.590 3.260 0.640
N -1.905 1.848 -2.557
H 2.407 -1.339 0.647
H -1.400 -4.955 -0.373
H 3.386 1.022 3.939
H 1.684 -3.089 4.127
H -2.029 -6.570 -2.712
C 1.799 2.948 -1.600
C -0.892 0.174 -5.547
H 5.874 3.028 -1.768
C -4.968 1.126 3.313
H -5.767 -0.872 -0.343
H -6.198 2.851 1.921
O 2.249 1.384 2.202
O -1.469 3.932 2.317
H 1.024 -1.867 2.051
O -6.070 -2.933 0.980
H -3.337 2.881 -0.412
H 2.159 -3.073 -0.533
H -1.539 2.542 -3.188
H 4.453 -1.618 0.528
H 3.185 -4.563 1.925
H 1.463 1.166 -2.654
C 1.852 2.166 -2.894
H -1.257 1.301 -1.986
H 4.050 -4.879 -0.500
H -5.619 0.442 2.760
H -2.266 -2.533 -0.902
H -0.643 -2.799 -0.229
H 6.254 1.556 -2.515
H 3.180 -0.666 -2.083
C 4.222 -4.441 -1.487
H 4.311 -0.161 1.371
N -0.456 -0.457 4.299
H -1.271 1.106 -5.125
H 1.531 -0.892 -1.696
H -0.536 5.290 1.086
C -0.666 4.285 3.440
O 5.032 1.434 -0.800
C -1.542 4.979 1.374
H -1.797 -0.353 -5.860
H -3.043 5.379 -0.251
C -0.340 -1.984 -4.653
H 1.665 3.822 0.768
H -0.872 3.688 4.324
H -1.555 -0.288 6.459
C 2.886 -4.453 2.966
H -3.823 -3.140 2.364
H -4.328 -0.317 0.524
Zn 1.212 0.844 0.439
O -4.001 2.089 -3.433
C 6.122 1.995 -1.523
H 3.938 -4.589 4.638
H 5.291 -0.481 -1.567
H -3.805 -6.229 -2.649
O -0.273 0.390 -0.831
N -3.509 0.530 -1.843
O 4.048 -4.241 3.751
C 5.184 0.041 -0.614
H 0.393 4.205 3.182
O -0.492 1.520 1.128
H -0.866 5.317 3.735
O 3.162 1.977 -3.376
N -4.009 -2.307 1.836
H 3.366 2.013 -0.760
H -1.862 -3.163 -3.667
H 0.757 3.168 -1.349
H -5.443 1.866 0.703
N -0.548 -2.315 -2.214
H 4.110 2.341 1.895
H 0.625 -2.463 -4.506
H 6.174 -0.035 -0.145
H -0.458 -1.334 -1.973
C 2.669 -2.656 -1.411
C -1.283 -2.258 -3.479
H -4.483 4.527 1.671
H -3.329 -1.567 1.842
H 2.279 3.925 -1.755
H -0.855 -2.278 -5.569
H 3.398 3.973 0.451
H 3.613 -4.978 -2.215
H -0.486 -4.860 -1.853
O -4.313 2.036 2.430
C -5.230 2.604 1.484
C -4.561 3.804 0.854
C -2.382 4.607 0.140
H 1.168 2.499 -3.681
C -2.844 -6.091 -2.161
C 4.176 -0.573 0.368
C 2.399 0.823 3.518
N 2.722 -0.599 0.022
H 2.184 -0.235 3.612
H 2.155 -3.030 -2.303
H 1.690 1.424 4.091
H 2.528 -5.448 3.251
C -1.370 -4.457 -1.350
H -2.024 -1.456 -3.364
H -5.613 1.553 4.082
N -3.190 3.376 0.467
C 3.272 1.148 -4.516
O -1.751 1.294 3.678
H -1.730 4.363 -0.700
O -2.595 -4.700 -2.030
H -2.070 5.804 1.864
N -1.901 0.373 5.792
O -0.039 -0.571 -4.719
H -2.829 0.409 -1.099
O -2.484 0.326 0.884
H 2.721 1.671 -5.308
H 5.288 -4.558 -1.671
H 4.292 1.184 -4.895
C -5.130 -2.153 1.069
H -2.858 -6.543 -1.164
N -5.061 -0.991 0.365
H 2.894 3.299 2.717
H -4.484 0.504 -1.596
H -0.245 -1.162 4.979
H -5.127 4.235 0.029
H -0.304 0.479 -6.420
H -0.205 -0.561 3.313
C -3.181 1.496 -2.720
O 1.785 -2.477 2.109
C 2.530 -1.131 -1.340
N 2.427 2.287 -0.463
P -0.969 0.132 0.550
C 1.712 -3.494 3.108
Zn -2.197 2.016 1.848
C -1.271 -2.947 -1.114
H 0.728 -3.954 2.980
H 7.060 1.957 -0.969
C 3.037 2.537 1.943

* LUMO: -0.0793 hartree
* Kohn-Sham gap: 8.07 eV
* E_HOMO: -10.23 eV
* net charge: +1

[3]
C29H79ClN10O8P5 | ωB97M-V with the def2-TZVPD basis set

Atoms and positions in Å:
P 0.243 4.353 5.012
Cl 1.744 5.363 -1.568
C 0.422 -4.062 10.058
P 0.980 -2.320 7.952
C -0.336 0.067 -3.205
C 0.198 -4.301 -9.992
C -0.135 -6.738 -7.959
C -2.437 3.231 -2.080
H -1.582 -1.241 5.682
C -1.997 5.447 -4.398
H 1.262 2.578 2.069
H -2.764 4.270 -1.978
H -2.570 2.831 -4.871
H 0.140 -0.720 -2.615
H -4.068 1.875 -1.685
N -6.077 2.782 -2.540
H 4.305 -6.445 -8.203
C -0.794 -3.669 6.292
H 0.673 -7.056 -8.622
N 1.381 -4.137 -9.166
H 2.299 1.806 6.695
H -2.439 5.397 7.183
H -0.340 -4.756 -5.278
H 1.966 5.338 6.964
O -0.513 4.494 0.027
C -0.024 -1.720 10.358
C -0.860 4.954 -3.509
H 2.563 2.190 4.988
H 0.497 -4.255 -11.042
H -0.963 3.152 -5.458
C 1.056 2.800 -3.922
H 4.412 -5.676 -6.056
H 2.870 3.909 7.460
P -0.757 3.068 -3.034
H -2.920 4.875 -4.294
H 2.964 -6.145 -9.300
H -6.371 3.543 -1.946
H 3.915 -4.264 8.664
C -0.573 -1.232 6.101
H -0.983 5.495 -2.565
H 1.022 1.516 5.537
H -1.497 0.977 -1.715
C 3.577 -5.697 -8.526
H -1.772 2.460 3.912
H 3.063 -4.799 -5.339
C 2.115 -2.921 -9.488
H 2.239 3.402 3.277
H -1.345 2.171 6.193
H -2.584 5.674 5.432
N 0.136 -2.804 9.379
H -1.606 -4.881 -6.496
H -0.377 -4.215 10.788
H -1.849 -3.592 6.016
C -1.939 3.087 6.212
H -1.382 1.541 -5.026
H -0.381 -0.816 9.859
H -0.847 1.883 2.554
C -3.607 2.357 -2.551
H 0.402 -4.897 9.366
N 1.308 3.534 6.094
O 0.080 5.690 4.401
H 1.379 -4.078 10.593
N -0.353 -2.438 6.902
H -0.764 -1.995 11.110
C -4.792 3.110 -3.199
H 1.373 -4.722 6.232
H 0.914 -1.474 10.871
H -0.487 -1.575 -5.087
H 1.639 -2.021 -9.082
H -0.250 -5.277 -9.848
C -1.047 2.765 3.166
C 3.288 -3.371 8.635
H -2.718 3.021 5.443
N -1.108 4.259 6.056
H -3.310 1.519 -3.184
N 2.061 -3.652 7.908
H 1.134 4.333 2.251
H -4.610 4.173 -3.023
H 0.315 0.247 -4.054
N 0.202 3.188 3.786
H -2.240 2.943 -1.044
C 1.822 2.202 5.796
C -1.876 5.481 6.249
H -1.495 3.532 2.525
H 2.201 -2.816 -10.571
P 0.482 3.729 -1.065
H 3.065 -3.096 9.671
O 2.460 1.158 -2.882
C 1.256 3.392 2.794
H -4.868 2.904 -4.266
H -0.232 -3.905 5.380
H -2.440 3.114 7.185
H 2.954 3.081 -2.826
H 3.131 -2.969 -9.084
H 0.939 2.099 -4.749
H -1.222 6.343 6.329
H 3.863 -2.550 8.190
H 4.154 -3.967 -6.456
H -0.463 -0.333 6.699
C -1.498 -1.242 -4.793
H 0.046 5.376 -3.949
C -1.522 2.575 -4.716
N 2.781 -5.348 -7.356
H 4.127 -4.855 -8.963
H 2.866 -3.817 5.932
O -1.630 5.565 -5.783
H -2.245 6.470 -4.096
H -0.568 -3.535 -9.813
H 0.163 1.262 -1.573
C 2.302 -4.389 6.681
H 2.865 -5.295 6.922
C 2.213 2.322 -3.135
O 1.730 -1.239 7.259
H 1.356 3.738 -4.391
O -1.599 -0.515 -3.684
H -0.997 -6.437 -8.566
H -6.808 2.616 -3.216
C 3.651 -4.919 -6.251
H 0.140 -1.175 5.271
N 0.295 -5.692 -7.060
C 2.381 4.390 6.612
C -0.633 1.253 -2.322
O 0.694 -3.244 -6.862
H -2.036 4.831 -6.247
O -2.454 -1.575 -5.453
H -0.431 -7.621 -7.385
H -0.716 -4.507 6.987
H -1.065 -6.326 -5.612
H 3.143 4.615 5.856
H -0.651 5.422 -0.191
C -0.735 -5.388 -6.066
P 1.336 -4.418 -7.483

* LUMO: 0.0664 hartree
* Kohn-Sham gap: 5.40 eV
* E_HOMO: -3.59 eV
* net charge: -1

Question: The lowest Kohn-Sham gap belongs to which entry?
Answer: C29H79ClN10O8P5